DFT (ωB97M-V/def2-TZVPD) results for C4H12N2O in the gas phase.

Each atom is followed by the atoms it is bonded to, with distances in Å.
Atoms and positions in Å:
1 N -2.71266 -0.44899 0.33544  C2 1.459, H8 1.011, H9 1.011
2 C -1.84355 0.66632 -0.02362  N1 1.459, C3 1.519, H10 1.107, H11 1.092
3 C -0.75666 0.84993 1.02151  C2 1.519, C4 1.520, H12 1.095, H13 1.097
4 C 0.40341 -0.11663 0.84932  C3 1.520, N5 1.467, H14 1.099, H15 1.091
5 N 1.24330 0.29507 -0.28029  C4 1.467, C6 1.450, H16 1.013
6 C 2.26135 -0.67442 -0.63367  N5 1.450, O7 1.396, H17 1.098, H18 1.100
7 O 2.62014 -0.52279 -1.97449  C6 1.396, H19 0.972
8 H -3.34780 -0.69215 -0.41247  N1 1.011
9 H -2.18167 -1.28521 0.53967  N1 1.011
10 H -1.40689 0.56693 -1.03591  C2 1.107
11 H -2.46513 1.56143 -0.09714  C2 1.092
12 H -0.32835 1.85763 0.99315  C3 1.095
13 H -1.21536 0.68070 2.00306  C3 1.097
14 H 0.07759 -1.15912 0.72877  C4 1.099
15 H 1.04311 -0.09916 1.73329  C4 1.091
16 H 0.66116 0.39935 -1.10313  N5 1.013
17 H 1.89116 -1.70141 -0.52017  C6 1.098
18 H 3.15901 -0.57518 -0.00522  C6 1.100
19 H 2.89783 0.39769 -2.11810  O7 0.972

E_HOMO, eV: -9.12
2S+1: 1
DFT total energy, Ha: -344.3344
E_LUMO, eV: 1.028
Orbital gap, Ha: 0.3729
Strongest force on any atom, eV Å⁻¹: 0.7
SMILES: NCCCNCO
Energy above the lowest of the compared OMol25 structures with the same formula, charge and spin, eV: 1.377